{
  "formula": "H12O6",
  "method": "ωB97M-V/def2-TZVPD",
  "symbols": ["O", "H", "H", "O", "H", "H", "O", "H", "H", "O", "H", "H", "O", "H", "H", "O", "H", "H"],
  "positions_angstrom": [[-1.561, 23.493, 18.143], [-1.033, 22.948, 17.543], [-2.445, 23.495, 17.764], [3.438, 20.685, 17.101], [2.730, 21.174, 16.657], [3.399, 20.972, 18.019], [4.519, 23.942, 14.096], [3.584, 23.750, 14.245], [4.794, 24.413, 14.889], [-0.252, 20.787, 17.234], [-1.056, 20.268, 17.119], [0.095, 20.512, 18.092], [1.459, 22.917, 15.640], [1.068, 22.578, 16.454], [0.807, 22.699, 14.957], [-1.410, 22.897, 14.382], [-2.115, 22.428, 14.841], [-1.773, 23.772, 14.197]],
  "mulliken_charge": [-0.6325, 0.3516, 0.2909, -0.6413, 0.3435, 0.3130, -0.6387, 0.3214, 0.3114, -0.5783, 0.2863, 0.3163, -0.6278, 0.2427, 0.3330, -0.6008, 0.2874, 0.3217],
  "total_charge": 0,
  "e_homo_ev": -10.9064,
  "relative_energy_kj_mol": 134.61,
  "spin_multiplicity": 1,
  "gap_ev": 10.77,
  "smiles": "O.O.O.O.O.O"
}